Here is a 2-piece molecular cluster, C2H4N11 overall in a non-equilibrium geometry from OMol25. Energies are from ωB97M-V with the def2-TZVPD basis set.

```
17
Properties=species:S:1:pos:R:3:forces:R:3
C -1.507521 0.598354 -0.111522 4.3 -1.1 -1.1
C 1.392673 -0.180001 0.012733 -1.3 0.5 0.0
N -3.020155 -0.783403 -0.442353 0.4 0.9 0.7
N -1.746938 -0.555182 -0.746731 0.8 0.9 0.0
N -2.487072 1.107032 0.568309 1.7 0.9 0.5
N -3.397968 0.203218 0.354874 -3.4 -1.1 -0.2
N 0.951897 -0.719446 1.320623 0.3 0.8 0.2
N 0.360963 -1.777603 1.091314 -0.1 -0.8 2.1
N 2.039084 2.499099 0.379414 0.7 -1.6 -0.3
N 0.843117 2.142810 0.179274 -0.2 3.9 0.2
N 1.005590 -1.174264 -1.048806 0.0 0.2 2.3
N 0.491175 -2.160909 -0.111556 0.5 -2.0 -2.9
N 0.533419 1.012375 -0.155604 -3.8 -3.8 -0.9
H 2.426940 0.111142 0.100962 0.3 0.2 -0.5
H 1.958015 3.481261 0.414946 0.2 1.5 0.6
H 0.098666 -0.806117 -1.341782 0.0 0.2 -0.8
H 0.058108 -2.998366 -0.464088 -0.2 0.3 0.2
```
Forces are in eV/Å.

Calculated values
DFT total energy ... -18523.1284 eV
Charge ... -1
Gap between HOMO and LUMO ... 8.746 eV
HOMO level ... -0.189 hartree
Energy relative to the best compared isomer or geometry (same formula, charge and spin) ... 84.4 kcal per mole